{
  "formula": "C31H34N11Rh",
  "method": "the ωB97M-V functional and the def2-TZVPD basis",
  "elements": ["C", "H", "C", "C", "C", "C", "H", "N", "H", "N", "C", "C", "H", "H", "H", "H", "C", "H", "C", "H", "H", "H", "C", "C", "H", "N", "C", "C", "H", "C", "C", "C", "H", "N", "H", "C", "H", "H", "C", "N", "H", "H", "C", "H", "C", "C", "C", "H", "H", "H", "N", "H", "H", "C", "N", "H", "H", "H", "H", "H", "C", "H", "N", "N", "N", "H", "C", "C", "N", "H", "Rh", "H", "C", "C", "C", "C", "C"],
  "positions_angstrom": [[4.96929, -0.72947, -3.75184], [1.82149, 3.23184, 1.63392], [4.53586, -1.64562, -2.77741], [-3.08268, -0.11250, 1.91774], [1.69671, 2.25109, 1.17366], [-2.52433, 4.43977, -0.18058], [-0.57908, -3.24280, 0.85840], [2.70477, -2.20749, 2.95590], [-3.37276, 0.50607, 1.07381], [0.32140, 1.74074, 1.43660], [-1.48888, 2.24071, -0.20910], [-2.03043, -1.21258, -1.40956], [1.72289, -3.97273, 5.43879], [0.43080, 2.60789, 3.38009], [-0.88616, 1.43353, 3.15787], [0.86716, -2.80871, -1.07881], [-0.66565, 2.66157, 0.85896], [-2.90271, -3.08584, -1.94657], [-0.77600, 3.93517, 1.37643], [-0.14235, 4.24053, 2.19826], [2.60938, -0.36688, 0.35303], [3.97097, -1.07279, 1.17998], [-1.69873, 4.83522, 0.86404], [2.75617, -0.18413, -2.16485], [0.42014, -1.56081, -2.26265], [-1.32641, 0.91812, -0.62396], [-1.39216, -2.95648, 0.19808], [3.43696, -1.39460, -1.98353], [-1.90331, -2.32971, 4.79541], [1.79676, -2.73482, 3.84194], [-3.80119, -0.09168, -3.22675], [-0.02023, -1.70447, 2.96708], [2.30336, 2.56416, -3.71284], [2.31987, -3.55465, 4.74468], [-3.12135, 2.90927, -1.47826], [1.39341, 1.48282, -2.15666], [-2.25429, -2.66334, 0.78618], [-4.53984, -2.09667, -3.49196], [0.04680, -2.35717, -1.63210], [-1.80900, -0.53085, 1.93961], [-2.90169, 1.75940, -2.81019], [-3.25946, 5.12190, -0.58640], [4.30346, 0.45716, -3.96125], [-5.01133, -0.08399, 2.82526], [-2.09190, 0.19880, -1.53029], [-3.84152, -1.45789, -2.96785], [-2.27127, -1.70189, 3.99681], [3.12077, -2.12321, -1.25126], [0.79530, 0.88423, 3.30651], [4.62323, 1.16180, -4.71841], [-0.93712, -1.81836, -0.64741], [2.41041, 1.56180, 1.61665], [-0.43445, -3.12073, -2.24564], [2.18701, -1.44965, 2.04088], [2.98862, -0.85570, 1.14793], [5.83824, -0.96550, -4.35116], [-1.78121, 5.82675, 1.28929], [1.87681, 2.32879, 0.10653], [-1.64252, -3.81366, -0.42652], [-4.26177, -1.55073, 4.72752], [0.14626, 1.66314, 2.91832], [5.07553, -2.57558, -2.65497], [0.82069, -1.20721, 1.89122], [0.48738, -2.50489, 3.90617], [1.60437, 0.34238, -1.54078], [3.30795, -3.74319, 4.73919], [-2.92816, -2.01278, -2.07958], [3.19425, 0.69750, -3.15466], [2.29773, 1.75224, -3.11758], [0.58022, 2.16209, -1.94529], [-0.12106, -0.17821, 0.51204], [-4.44348, 0.34127, -3.98193], [-1.37241, -1.31193, 2.97218], [-2.42812, 3.16788, -0.70441], [-3.99468, -0.44417, 2.88766], [-2.94000, 0.72437, -2.52800], [-3.56557, -1.26653, 3.94915]],
  "forces_ev_per_a": [[0.00, -0.02, 0.03], [0.01, 0.01, 0.00], [0.00, 0.01, -0.02], [0.06, -0.01, -0.10], [-0.03, 0.01, 0.07], [0.03, 0.01, 0.01], [0.03, -0.01, 0.01], [-0.32, -0.05, 0.25], [0.03, -0.01, 0.03], [-0.03, 0.01, -0.25], [-0.02, -0.27, -0.12], [0.13, -0.05, 0.02], [0.02, 0.00, 0.00], [-0.02, 0.01, 0.00], [-0.02, -0.01, -0.01], [0.05, 0.01, 0.01], [0.17, 0.03, 0.09], [-0.02, 0.03, -0.01], [0.02, 0.12, 0.02], [-0.02, 0.01, -0.03], [0.01, 0.00, -0.06], [0.02, -0.01, -0.01], [-0.02, -0.01, -0.01], [-0.16, -0.06, -0.03], [-0.01, 0.04, -0.02], [-0.37, 0.39, -0.29], [-0.06, 0.01, -0.03], [-0.03, 0.02, 0.04], [-0.02, 0.01, 0.00], [0.05, -0.18, 0.27], [-0.02, -0.07, -0.01], [0.08, 0.12, -0.21], [-0.01, 0.01, 0.01], [-0.01, -0.07, 0.06], [-0.08, -0.11, -0.02], [-0.06, -0.06, -0.05], [-0.02, 0.00, 0.01], [0.02, 0.02, 0.01], [-0.03, -0.08, 0.07], [0.10, 0.07, 0.13], [0.06, 0.10, 0.05], [0.01, -0.01, 0.03], [-0.02, 0.02, -0.01], [0.02, -0.01, 0.01], [0.09, 0.11, 0.08], [0.01, 0.02, 0.00], [0.01, -0.01, 0.00], [-0.03, -0.01, 0.04], [0.03, -0.01, 0.00], [-0.01, -0.03, 0.03], [0.00, 0.16, -0.12], [0.02, 0.00, 0.00], [0.02, -0.02, 0.01], [-0.28, 0.15, -0.35], [-0.02, 0.03, 0.02], [-0.02, 0.00, 0.01], [0.01, -0.02, -0.03], [-0.03, -0.01, 0.05], [-0.01, 0.00, 0.00], [0.02, 0.00, -0.01], [0.01, 0.03, -0.02], [-0.01, 0.02, 0.00], [-0.11, 0.06, -0.13], [0.37, 0.05, -0.22], [0.36, -0.02, 0.00], [0.00, 0.01, 0.00], [-0.08, -0.06, -0.13], [-0.05, 0.12, 0.01], [0.04, 0.01, -0.05], [0.04, -0.01, 0.00], [0.22, -0.52, 0.82], [0.01, -0.03, 0.01], [0.00, 0.03, -0.05], [-0.06, 0.03, 0.02], [-0.02, -0.03, 0.03], [0.01, 0.02, -0.03], [-0.03, -0.02, 0.04]],
  "relative_energy_kcal_mol": 46.4,
  "energy_ev": -52084.842,
  "max_force_ha_per_bohr": 0.0193,
  "spin_multiplicity": 5,
  "charge": 2,
  "orbital_gap_ha": [0.2070, 0.2015],
  "e_lumo_ev": [-5.306, -8.395]
}